No. 1
73
Properties=species:S:1:pos:R:3:forces:R:3 method="wB97M-V/def2-TZVPD" mol_weight_g_mol=499.4 s_squared=6.004 e_homo_ev="-1.663 / -8.989" e_above_lowest_kj_mol=57.29 multiplicity=5 homo_lumo_gap_ev="2.103 / 9.389"
Ti 0.059 -0.678 -0.060 -0.066 -0.426 0.178
C -0.031 -3.686 -3.512 -0.938 -0.396 -0.551
C -0.799 -2.834 -2.519 0.645 -0.659 2.360
O -0.295 -2.695 -1.374 -0.308 0.509 -1.722
N -2.022 -2.313 -2.746 -0.620 1.216 0.431
C -2.977 -2.475 -3.813 1.173 -0.988 -0.925
H 0.665 -3.073 -4.085 0.104 -0.055 0.150
H -0.669 -4.225 -4.212 -0.358 0.452 -0.340
H 0.463 -4.530 -3.031 0.343 0.636 0.499
H -2.394 -1.752 -1.993 0.686 0.023 0.636
H -3.801 -1.768 -3.907 0.331 0.297 0.815
H -3.398 -3.471 -3.673 -0.242 -0.097 -0.812
H -2.393 -2.332 -4.722 -0.458 -0.651 -0.518
C 1.054 -2.164 3.266 -0.854 -0.060 0.934
C -0.410 -2.403 2.832 1.699 0.851 -3.217
O -0.752 -2.283 1.642 0.443 0.249 0.655
N -1.279 -2.747 3.745 -0.474 -0.351 3.160
C -2.623 -3.178 3.520 -1.277 0.107 -0.643
H 1.157 -2.281 4.345 -0.127 -0.188 0.234
H 1.358 -1.131 3.094 -0.067 -0.148 -0.618
H 1.735 -2.888 2.820 -0.218 0.292 -0.393
H -0.905 -2.786 4.682 -0.260 -0.161 -0.087
H -3.116 -2.512 2.812 0.414 -0.414 -0.690
H -3.350 -3.088 4.327 0.867 0.090 0.891
H -2.658 -4.227 3.226 -0.052 0.107 -0.453
C -4.028 0.533 -2.093 0.246 0.154 0.601
C -3.417 0.238 -0.704 1.865 -0.231 0.131
O -2.355 -0.395 -0.543 -0.884 0.454 -0.653
N -4.075 0.699 0.373 -0.513 0.508 0.427
C -3.733 0.366 1.778 -0.060 -0.357 -0.352
H -3.333 0.598 -2.931 0.539 -0.643 0.455
H -4.473 1.526 -2.160 -0.596 -0.159 0.495
H -4.737 -0.276 -2.268 -0.281 0.273 -0.260
H -4.934 1.194 0.180 0.134 -0.026 0.306
H -4.245 0.994 2.507 -0.272 0.207 -0.495
H -2.674 0.444 2.023 0.103 0.079 -0.622
H -4.032 -0.666 1.965 0.024 -0.062 0.053
C -0.510 1.197 -3.869 0.210 0.350 -1.000
C 0.326 1.634 -2.706 -1.398 -3.549 0.749
O 0.439 0.867 -1.746 -0.316 -0.897 0.960
N 0.877 2.793 -2.616 2.018 3.602 -1.172
C 1.365 3.625 -3.717 -1.116 0.627 -0.901
H -0.772 0.139 -3.878 0.316 0.031 0.518
H 0.049 1.396 -4.783 -0.175 0.097 -0.272
H -1.446 1.754 -3.920 0.017 0.284 0.013
H 1.284 2.974 -1.710 0.310 0.055 0.309
H 0.555 4.198 -4.168 -0.382 0.180 0.232
H 1.744 3.110 -4.600 0.390 -0.664 0.432
H 2.093 4.392 -3.451 0.091 -0.458 0.651
C 4.515 -1.798 1.215 0.634 0.326 0.512
C 3.391 -0.904 0.692 2.764 -1.354 0.402
O 2.325 -1.412 0.559 -4.177 -1.055 -0.419
N 3.657 0.343 0.391 1.428 1.239 -0.574
C 4.988 0.926 0.324 -0.270 1.446 1.301
H 4.172 -2.785 1.525 -0.393 0.183 -0.385
H 4.952 -1.356 2.111 0.089 0.175 0.096
H 5.348 -1.919 0.523 -0.126 0.040 -0.204
H 2.895 0.943 0.108 -0.292 -0.095 -0.208
H 5.791 0.350 0.783 -0.304 -0.468 -0.552
H 4.938 1.786 0.993 0.160 0.380 0.084
H 5.258 1.387 -0.627 -0.087 -0.678 -0.304
O 0.494 1.027 1.504 -0.438 1.066 0.041
C 0.706 2.097 2.057 1.702 -1.435 0.034
O -0.205 2.933 2.495 -1.457 0.871 0.458
C 0.385 4.056 3.206 -0.427 0.696 -0.081
C 1.840 3.767 3.330 0.944 0.882 0.780
C 2.090 2.599 2.446 -0.429 -0.867 -0.184
H -0.052 4.236 4.188 -0.551 -0.647 -0.140
H 0.255 4.994 2.667 -0.453 -0.336 -0.529
H 2.091 3.589 4.376 0.144 -0.226 -0.081
H 2.396 4.651 3.018 0.218 -0.031 -0.033
H 2.602 1.794 2.975 0.261 -0.115 -0.388
H 2.579 2.881 1.513 0.402 -0.084 -0.200

=====

No. 2
20
Properties=species:S:1:pos:R:3:forces:R:3 method="wB97M-V/def2-TZVPD" mol_weight_g_mol=120.2 e_homo_ev=-9.569 e_above_lowest_kj_mol=176.33 homo_lumo_gap_ev=10.308
N -1.270 -0.391 -1.296 -0.367 2.184 -0.300
C -1.170 -1.639 1.355 -0.364 1.193 -4.195
C -0.125 -0.596 0.849 0.729 -0.755 0.078
C 0.069 -0.521 -0.762 0.556 -1.123 2.471
C 0.964 0.677 -1.173 -0.750 1.960 -1.919
N 0.699 1.032 -2.520 0.750 0.847 -0.146
O 1.780 1.345 -0.543 -0.837 -1.819 0.033
H -1.882 0.262 -0.729 1.168 -1.306 -0.901
H -1.735 -1.241 -1.484 -0.413 -0.851 -0.030
H -1.168 -1.925 2.360 0.081 -0.210 1.388
H -1.107 -2.450 0.654 0.912 -1.450 0.274
H -2.143 -1.376 0.930 -0.447 0.721 1.171
H -0.402 0.388 1.226 0.076 0.213 -0.242
H 0.789 -0.872 1.378 0.367 0.288 -0.326
H 0.650 -1.445 -1.212 -1.469 1.562 1.003
H -0.225 0.977 -2.967 0.768 -0.537 0.823
H 1.306 1.777 -2.928 -0.794 -0.954 0.942
H 1.831 1.316 1.883 -0.075 0.776 0.303
H 1.370 2.767 2.320 0.757 -1.618 0.343
O 1.769 1.915 2.656 -0.649 0.880 -0.769

=====

No. 3
14
Properties=species:S:1:pos:R:3:forces:R:3 method="wB97M-V/def2-TZVPD" mol_weight_g_mol=156.6 e_homo_ev="-7.475 / -7.473" e_above_lowest_kj_mol=205.31 homo_lumo_gap_ev="6.333 / 6.329"
C 0.708 -1.953 0.308 0.095 0.037 -0.008
C -0.621 -1.721 -0.016 -0.300 -0.728 -0.018
C 1.418 -0.724 0.391 0.316 -0.039 0.126
C -0.696 -0.348 -0.122 -4.015 5.358 -1.555
C 0.532 0.294 0.130 -0.310 0.074 -0.148
C -1.869 1.023 -0.584 4.833 -4.667 1.679
C 0.612 1.767 0.082 -0.175 0.045 -0.020
S -0.994 2.455 -0.519 -0.225 -0.116 0.012
Cl -3.444 0.831 -1.065 -0.221 0.215 -0.037
H 1.147 -2.922 0.457 0.052 -0.202 0.037
H -1.400 -2.443 -0.155 -0.143 -0.157 -0.046
H 2.461 -0.620 0.622 0.237 0.003 0.066
H 0.763 2.217 1.066 -0.044 0.089 -0.044
H 1.383 2.143 -0.594 -0.100 0.087 -0.045

=====

No. 4
15
Properties=species:S:1:pos:R:3:forces:R:3 method="wB97M-V/def2-TZVPD" mol_weight_g_mol=113.1 e_homo_ev=-9.534 e_above_lowest_kj_mol=744.87 homo_lumo_gap_ev=10.034
C -2.450 0.805 -0.539 -1.480 1.459 0.728
C -2.264 -0.071 0.781 2.575 2.239 -2.512
C 0.539 -1.060 -0.491 0.069 2.294 -1.627
C 3.609 0.282 0.435 -4.875 -1.538 1.328
H -2.683 -0.073 -1.141 0.050 0.818 -1.345
H -3.316 1.645 -0.578 1.263 -2.641 0.667
H -1.649 1.542 -0.924 -0.293 -2.164 0.873
H -2.557 0.235 1.719 -1.724 0.729 1.865
H 0.944 -1.593 -1.407 0.600 1.342 1.501
H 4.590 -0.111 0.026 -1.603 0.460 0.333
H 3.620 0.692 1.632 -0.227 -0.594 -3.745
N -1.359 -0.943 0.936 1.395 -1.024 -2.142
N -0.613 -1.415 -0.257 -3.129 -0.097 2.879
N 2.462 -0.165 -0.230 6.134 2.474 1.326
O 1.127 0.231 0.038 1.246 -3.757 -0.127